Entry 1:
Formula: C35H48MnN8O2
Source: the OMol25 dataset
Level of theory: ωB97M-V with the def2-TZVPD basis set

```
! RIJCOSX wB97M-V def2-TZVPD def2/J DEFGRID3
* xyz 0 2
Mn 0.29 0.19 0.11
C -1.87 -2.18 3.32
C -1.81 -0.75 2.76
C -3.21 -0.18 2.56
C -0.93 0.12 3.64
C -1.43 0.56 4.87
C -0.64 1.29 5.74
C 0.66 1.61 5.37
C 1.19 1.19 4.16
C 2.62 1.58 3.81
C 3.62 0.93 4.77
C 2.79 3.10 3.79
C 0.40 0.41 3.30
N 0.98 -0.09 2.08
C 1.86 -1.09 2.23
O 2.18 -1.70 3.25
C 2.50 -1.47 0.93
C 3.39 -2.51 0.80
C 3.91 -2.77 -0.47
C 3.52 -1.98 -1.55
C 2.60 -0.98 -1.32
N 2.13 -0.74 -0.11
C 2.04 -0.08 -2.38
O 2.73 0.21 -3.36
N 0.80 0.29 -2.06
C 0.04 1.16 -2.89
C -0.65 0.73 -4.04
C -1.48 1.65 -4.70
C -1.68 2.94 -4.24
C -1.01 3.35 -3.09
C -0.14 2.49 -2.43
C 0.69 3.01 -1.25
C 2.10 3.38 -1.74
C 0.06 4.19 -0.52
C -0.51 -0.63 -4.74
C 0.74 -0.66 -5.63
C -0.59 -1.87 -3.83
H -2.33 -2.87 2.59
H -2.47 -2.21 4.24
H -0.87 -2.55 3.56
H -1.34 -0.81 1.80
H -3.77 -0.13 3.49
H -3.77 -0.80 1.85
H -3.16 0.84 2.14
H -2.45 0.31 5.16
H -1.03 1.60 6.71
H 1.28 2.19 6.05
H 2.83 1.21 2.80
H 3.52 1.36 5.77
H 4.65 1.11 4.43
H 3.46 -0.14 4.84
H 2.66 3.52 4.79
H 2.05 3.57 3.13
H 3.79 3.37 3.44
H 3.66 -3.09 1.67
H 4.62 -3.58 -0.61
H 3.90 -2.13 -2.55
H -1.99 1.33 -5.61
H -2.34 3.62 -4.77
H -1.14 4.37 -2.74
H 0.80 2.22 -0.53
H 2.02 4.23 -2.43
H 2.56 2.55 -2.28
H 2.74 3.66 -0.90
H -0.05 5.06 -1.17
H 0.70 4.48 0.31
H -0.93 3.95 -0.11
H -1.37 -0.69 -5.41
H 1.65 -0.49 -5.05
H 0.68 0.13 -6.39
H 0.82 -1.63 -6.14
H -0.03 -1.74 -2.91
H -0.19 -2.74 -4.36
H -1.63 -2.09 -3.57
C -1.12 -4.49 -0.67
N -2.11 -3.43 -0.75
C -3.51 -3.82 -0.72
C -1.71 -2.13 -0.59
N -0.58 -1.75 -0.13
N -2.65 -1.21 -1.03
C -2.50 0.16 -1.11
N -3.34 0.74 -2.00
N -1.71 0.81 -0.34
H -1.49 -5.35 -1.24
H -0.92 -4.81 0.36
H -0.18 -4.17 -1.13
H -3.89 -4.08 -1.72
H -4.13 -3.03 -0.30
H -3.63 -4.69 -0.08
H -0.03 -2.50 0.25
H -3.37 -1.59 -1.62
H -3.69 0.17 -2.75
H -3.08 1.67 -2.30
H -1.77 1.80 -0.52
*
```

The value obtained for the HOMO-LUMO gap (spin up / spin down) is 7.625 / 7.731 eV. The calculation puts the LUMO energy (spin up / spin down) at -0.02 / -0.02 eV. The total energy is -3102.1205 a.u. As for the expectation value of S²: 1.157. As for the HOMO energy (spin up / spin down): -7.65 / -7.76 eV.


Entry 2:
Formula: C35H48N4O5S3SeTc
Source: the OMol25 dataset
Level of theory: ωB97M-V with the def2-TZVPD basis set

```
! RIJCOSX wB97M-V def2-TZVPD def2/J DEFGRID3
* xyz 2 4
Tc -0.54 0.22 -0.46
N 0.70 -1.44 -1.05
C 1.15 -2.21 0.14
C 2.49 -2.91 -0.09
C 2.61 -4.31 0.53
C 2.87 -4.38 2.03
N 4.26 -4.02 2.35
C 4.66 -3.20 3.32
N 5.94 -3.23 3.70
N 3.83 -2.35 3.90
C 1.17 -1.23 1.30
O 1.55 -1.55 2.41
O 0.75 -0.01 1.02
H 0.18 -2.03 -1.70
H 1.49 -1.09 -1.59
H 0.37 -2.95 0.36
H 3.32 -2.27 0.24
H 2.61 -3.04 -1.17
H 3.40 -4.85 0.02
H 1.69 -4.87 0.33
H 2.69 -5.39 2.38
H 2.19 -3.72 2.57
H 4.96 -4.62 1.95
H 6.56 -3.97 3.41
H 6.29 -2.61 4.41
H 2.94 -2.11 3.47
H 4.16 -1.74 4.63
O -1.88 -0.88 0.92
C -3.18 -0.20 1.14
C -3.36 0.68 -0.10
O -4.40 0.98 -0.58
O -2.18 1.19 -0.57
C -4.23 -1.28 1.31
C -4.48 -1.78 2.58
C -5.37 -2.83 2.75
C -6.01 -3.38 1.65
C -5.75 -2.89 0.37
C -4.85 -1.85 0.20
C -3.09 0.76 2.32
C -1.89 1.05 2.97
C -1.88 1.94 4.04
C -3.05 2.57 4.44
C -4.24 2.30 3.77
C -4.26 1.40 2.72
H -1.56 -1.14 1.80
H -4.00 -1.35 3.45
H -5.57 -3.22 3.74
H -6.72 -4.19 1.78
H -6.24 -3.32 -0.49
H -4.67 -1.47 -0.79
H -0.96 0.59 2.68
H -0.95 2.16 4.54
H -3.04 3.26 5.27
H -5.15 2.79 4.07
H -5.19 1.20 2.20
C 0.72 1.17 -5.76
C 1.08 -0.32 -5.82
S 1.05 -1.21 -4.24
C -0.46 -2.21 -4.33
C -1.74 -1.41 -4.46
S -2.11 -0.36 -3.01
C -2.70 1.16 -3.81
C -1.68 2.09 -4.43
S -1.03 1.59 -6.05
H 1.26 1.68 -6.55
H 1.03 1.61 -4.81
H 2.10 -0.43 -6.19
H 0.42 -0.85 -6.52
H -0.46 -2.82 -3.42
H -0.37 -2.90 -5.17
H -2.59 -2.08 -4.60
H -1.67 -0.75 -5.32
H -3.24 1.67 -3.01
H -3.44 0.84 -4.55
H -0.84 2.26 -3.76
H -2.16 3.05 -4.59
C 3.88 5.85 1.73
C 3.12 4.80 0.96
C 1.75 4.65 1.12
C 1.02 3.72 0.39
C -0.46 3.62 0.60
C 1.72 2.92 -0.53
Se 0.79 1.75 -1.73
C 3.10 3.03 -0.70
C 3.88 2.21 -1.70
C 3.78 3.98 0.06
H 3.25 6.34 2.47
H 4.27 6.61 1.06
H 4.74 5.41 2.25
H 1.23 5.28 1.83
H -0.80 4.40 1.27
H -0.73 2.67 1.07
H -1.02 3.69 -0.33
H 3.47 1.21 -1.82
H 4.92 2.12 -1.37
H 3.89 2.69 -2.68
H 4.85 4.08 -0.07
*
```

For the energy above the lowest of the compared OMol25 structures with the same formula, charge and spin, the calculation gives 108.0 kJ/mol. The value obtained for the HOMO-LUMO gap (spin up / spin down) is 6.842 / 5.860 eV. The calculation puts the LUMO energy (spin up / spin down) at -5.80 / -6.78 eV. The total energy is -5634.1111 a.u. As for the expectation value of S²: 3.773. As for the HOMO energy (spin up / spin down): -12.64 / -12.64 eV.


Entry 3:
Formula: C35H49BF10LiN2O7PS2
Source: the OMol25 dataset
Level of theory: ωB97M-V with the def2-TZVPD basis set

```
! RIJCOSX wB97M-V def2-TZVPD def2/J DEFGRID3
* xyz -2 1
Li 0.48 -1.26 1.16
F 1.94 2.12 4.21
C 2.20 1.06 5.05
F 1.22 0.98 6.00
F 3.39 1.27 5.67
S 2.18 -0.55 3.99
O 0.90 -0.44 3.26
O 2.44 -1.67 4.88
N 3.47 -0.49 3.03
S 3.46 0.21 1.54
O 3.89 1.59 1.47
O 2.28 -0.19 0.75
C 4.85 -1.01 0.80
F 5.64 -1.55 1.75
F 5.62 -0.37 -0.13
F 4.15 -1.98 0.17
C 3.77 5.64 1.02
C 3.19 4.83 2.20
C 1.68 4.54 2.02
C 1.20 4.26 0.57
C 2.38 3.99 -0.40
C 3.54 5.01 -0.36
P -0.03 2.78 0.54
C -0.88 2.73 -1.16
C -0.08 1.78 -2.12
C -0.75 1.59 -3.53
C -1.66 2.75 -3.93
C -1.26 4.12 -3.30
C -1.26 4.10 -1.77
C -1.57 3.30 1.55
C -1.65 2.22 2.70
C -2.88 2.53 3.60
C -2.86 3.96 4.19
C -1.70 4.78 3.62
C -1.77 4.72 2.09
H 4.85 5.80 1.21
H 3.27 6.63 1.00
H 3.30 5.29 3.17
H 3.65 3.81 2.23
H 1.07 5.35 2.48
H 1.48 3.65 2.63
H 0.57 5.13 0.20
H 1.97 3.92 -1.41
H 2.77 3.02 -0.09
H 3.37 5.82 -1.11
H 4.44 4.49 -0.70
H -1.81 2.14 -0.94
H -0.12 0.80 -1.67
H 0.99 2.05 -2.19
H -1.35 0.66 -3.43
H 0.00 1.38 -4.33
H -2.67 2.52 -3.57
H -1.75 2.84 -5.03
H -1.96 4.88 -3.65
H -0.29 4.41 -3.67
H -2.27 4.38 -1.39
H -0.60 4.88 -1.39
H -2.47 3.11 0.89
H -0.69 2.18 3.22
H -1.77 1.23 2.23
H -2.92 1.82 4.39
H -3.80 2.33 3.04
H -2.87 3.89 5.26
H -3.81 4.50 3.94
H -0.74 4.45 4.02
H -1.89 5.83 3.94
H -1.13 5.48 1.65
H -2.76 5.05 1.79
O -0.37 -2.27 -2.39
H -0.07 -2.57 -1.53
H -1.11 -1.66 -2.12
F -3.12 -1.95 0.34
B -2.63 -0.77 -0.24
F -1.26 -0.61 0.20
F -3.33 0.38 0.19
F -2.59 -0.90 -1.63
C -1.70 -5.49 -5.63
C -2.14 -5.16 -4.23
C -3.50 -4.74 -4.09
C -4.02 -4.48 -2.83
C -3.22 -4.61 -1.67
C -1.88 -4.98 -1.81
N -1.08 -4.89 -0.64
C -0.28 -5.87 -0.08
C -0.65 -7.23 -0.25
C 0.29 -8.20 0.03
C 1.51 -7.89 0.63
C 1.78 -6.58 1.03
C 0.91 -5.53 0.68
C 1.21 -4.13 1.15
O 2.29 -3.97 1.76
O 0.29 -3.26 0.84
C -1.35 -5.30 -3.07
C 0.11 -5.64 -3.24
H -2.45 -5.07 -6.31
H -1.67 -6.59 -5.77
H -0.72 -5.08 -5.99
H -4.13 -4.56 -4.99
H -5.07 -4.23 -2.76
H -3.55 -4.34 -0.63
H -0.99 -3.99 -0.23
H -1.62 -7.43 -0.66
H 0.05 -9.26 -0.25
H 2.24 -8.70 0.71
H 2.73 -6.36 1.51
H 0.21 -6.51 -3.91
H 0.62 -5.86 -2.31
H 0.65 -4.78 -3.66
*
```

For the energy above the lowest of the compared OMol25 structures with the same formula, charge and spin, the calculation gives 13.8 kJ/mol. The value obtained for the HOMO-LUMO gap is 6.995 eV. The calculation puts the LUMO energy at 4.17 eV. The total energy is -4168.4894 a.u. As for the HOMO energy: -2.83 eV.


Entry 4:
Formula: C35H49DyN7O5
Source: the OMol25 dataset
Level of theory: ωB97M-V with the def2-TZVPD basis set

```
! RIJCOSX wB97M-V def2-TZVPD def2/J DEFGRID3
* xyz 1 6
Dy -0.19 -0.74 0.30
O 0.13 5.13 3.08
C 0.04 3.96 2.45
C -0.84 3.72 1.39
C -0.84 2.47 0.79
N -0.02 1.50 1.18
C 0.80 1.70 2.22
C 0.86 2.91 2.88
C 1.51 0.40 2.63
O 2.49 0.42 3.34
O 0.92 -0.64 2.15
C -1.80 1.98 -0.30
O -2.64 2.72 -0.78
O -1.62 0.75 -0.60
H -0.46 5.80 2.71
H -1.53 4.48 1.04
H 1.53 3.03 3.72
C -1.31 -3.26 3.16
C -1.85 -2.31 2.12
C -2.13 -2.72 0.80
C -1.69 -4.10 0.34
C -2.99 -1.94 -0.01
C -3.47 -2.43 -1.36
C -3.51 -0.74 0.49
C -4.56 0.03 -0.28
C -3.08 -0.24 1.73
C -3.57 1.09 2.24
C -2.24 -1.02 2.54
C -1.88 -0.58 3.94
H -1.36 -4.29 2.83
H -1.92 -3.18 4.06
H -0.29 -3.01 3.42
H -2.48 -4.83 0.52
H -0.80 -4.42 0.87
H -1.46 -4.11 -0.72
H -3.23 -1.69 -2.12
H -4.55 -2.57 -1.33
H -3.03 -3.38 -1.65
H -5.43 0.19 0.36
H -4.89 -0.49 -1.17
H -4.17 1.00 -0.58
H -2.74 1.67 2.64
H -4.30 0.93 3.04
H -4.03 1.68 1.46
H -0.90 -0.95 4.22
H -2.62 -0.97 4.65
H -1.87 0.50 4.03
C -0.75 -2.93 -3.80
N -0.94 -1.53 -4.06
C -1.33 -1.23 -5.42
C -0.55 -0.60 -3.15
N 0.24 -0.93 -2.12
C 1.48 -1.52 -2.40
C 2.12 -1.28 -3.62
C 3.42 -1.71 -3.85
C 4.13 -2.33 -2.83
C 3.50 -2.60 -1.63
C 2.16 -2.26 -1.40
N 1.54 -2.57 -0.17
C 1.88 -3.74 0.35
N 2.09 -4.86 -0.41
C 1.50 -5.02 -1.71
C 3.21 -5.76 -0.19
N 1.95 -3.94 1.69
C 2.50 -2.94 2.58
C 1.68 -5.21 2.32
N -1.00 0.66 -3.28
C -0.16 1.78 -2.90
C -2.34 1.02 -3.69
H 0.20 -3.30 -4.18
H -1.56 -3.49 -4.28
H -0.79 -3.08 -2.72
H -0.70 -1.79 -6.11
H -1.21 -0.17 -5.63
H -2.36 -1.52 -5.60
H 1.61 -0.71 -4.38
H 3.88 -1.53 -4.81
H 5.16 -2.59 -2.97
H 4.05 -3.07 -0.83
H 0.56 -4.46 -1.75
H 1.29 -6.08 -1.86
H 2.15 -4.67 -2.52
H 3.79 -5.45 0.67
H 3.87 -5.72 -1.07
H 2.86 -6.78 -0.06
H 2.85 -2.08 2.01
H 3.33 -3.37 3.14
H 1.75 -2.57 3.29
H 1.18 -5.89 1.63
H 1.04 -5.05 3.18
H 2.60 -5.70 2.68
H 0.31 2.18 -3.80
H 0.62 1.46 -2.21
H -0.75 2.56 -2.44
H -2.97 0.13 -3.77
H -2.34 1.55 -4.65
H -2.78 1.68 -2.93
*
```

The value obtained for the HOMO-LUMO gap (spin up / spin down) is 6.836 / 8.095 eV. The calculation puts the LUMO energy (spin up / spin down) at -3.30 / -2.05 eV. The total energy is -3007.6154 a.u. As for the expectation value of S²: 9.284. As for the HOMO energy (spin up / spin down): -10.14 / -10.15 eV.


Entry 5:
Formula: C35H49N2O6
Source: the OMol25 dataset
Level of theory: ωB97M-V with the def2-TZVPD basis set

```
! RIJCOSX wB97M-V def2-TZVPD def2/J DEFGRID3
* xyz 1 1
C 0.17 -3.23 -0.78
C 0.50 -2.11 -0.14
N 0.87 -0.72 0.21
C -0.33 -0.30 1.08
O -0.70 -1.53 1.77
C -0.12 -1.35 3.13
C 0.03 -2.84 3.74
C 0.88 -2.84 5.12
O 0.70 -3.66 2.72
C -1.42 0.27 0.02
C -2.00 1.64 0.69
C -2.70 2.77 0.84
C -2.64 -0.66 -0.47
C -3.74 -0.95 0.71
C -3.75 -2.30 1.57
C -4.86 -2.55 2.71
C -5.99 -1.48 3.07
C -6.00 -0.15 2.20
C -7.07 1.05 2.43
C -4.92 0.08 1.07
C -0.37 0.87 -1.13
O -1.02 0.54 -2.39
C -0.62 1.41 -3.47
O -0.05 0.84 -4.48
C -0.81 3.00 -3.55
C 0.53 3.87 -3.41
C 0.56 5.45 -3.42
C -0.81 6.22 -3.58
C -2.14 5.34 -3.74
C -2.18 3.77 -3.72
C 1.15 0.31 -0.85
N 1.71 -0.29 -2.12
C 3.07 -0.88 -1.89
C 4.19 -0.45 -2.99
C 4.19 1.13 -3.37
C 3.61 1.32 -4.89
O 2.05 1.40 -0.65
C 2.21 1.87 0.70
C 1.26 3.15 1.10
C 0.70 3.03 2.65
H -0.25 -4.19 -1.29
H 1.78 -0.86 0.71
H -0.16 0.53 1.86
H -0.90 -0.70 3.71
H 0.92 -0.87 3.12
H -1.04 -3.27 3.85
H 0.85 -3.92 5.56
H 1.98 -2.60 4.86
H 0.41 -2.09 5.88
H 1.66 -3.62 2.98
H -3.24 3.77 1.05
H -2.27 -1.72 -0.78
H -3.26 -0.21 -1.35
H -2.95 -3.09 1.32
H -4.78 -3.55 3.28
H -6.77 -1.62 3.91
H -7.49 1.47 1.43
H -6.47 1.94 2.90
H -7.89 0.78 3.19
H -4.96 1.05 0.45
H -0.57 2.00 -1.02
H 1.54 3.32 -3.27
H 1.60 5.97 -3.32
H -0.78 7.36 -3.56
H -3.14 5.92 -3.87
H -3.15 3.12 -3.80
H 1.05 -0.94 -2.56
H 2.95 -2.04 -2.00
H 3.52 -0.71 -0.85
H 5.23 -0.67 -2.51
H 4.15 -1.10 -3.95
H 5.30 1.47 -3.43
H 3.68 1.81 -2.60
H 2.48 1.07 -4.83
H 3.77 2.42 -5.19
H 4.14 0.60 -5.62
H 3.30 2.30 0.78
H 2.13 1.10 1.55
H 0.43 3.36 0.34
H 1.92 4.11 1.12
H 1.54 2.48 3.23
H -0.32 2.51 2.72
H 0.56 4.11 3.07
C 2.66 -5.99 0.77
C 3.90 -5.13 0.90
O 3.91 -4.12 -0.09
H 2.62 -6.45 -0.22
H 2.65 -6.78 1.53
H 1.76 -5.38 0.88
H 4.80 -5.74 0.77
H 3.95 -4.66 1.89
H 3.11 -3.58 0.04
*
```

For the energy above the lowest of the compared OMol25 structures with the same formula, charge and spin, the calculation gives 1792.1 kJ/mol. The value obtained for the HOMO-LUMO gap is 7.828 eV. The calculation puts the LUMO energy at -2.70 eV. The total energy is -1922.8882 a.u. As for the HOMO energy: -10.53 eV.